Entry 1:
Entry from the Open Molecules 2025 dataset: a molecular structure, C29H34N7PdSSi (ωB97M-V/def2-TZVPD).

Structure (ORCA input):
```
! wB97M-V def2-TZVPD RIJCOSX def2/J DEFGRID3
* xyz 1 1
Pd -0.117 0.618 -1.646
C -1.343 1.697 -0.326
Si -1.722 0.448 1.023
C -1.907 -1.234 0.068
N -0.920 -1.303 -1.015
C 0.278 -2.087 -0.654
C 0.278 -3.493 -1.269
C -1.129 -4.083 -1.254
C -2.063 -3.233 -2.127
C -1.542 -1.785 -2.250
C -3.343 0.849 1.935
C -4.579 0.812 1.293
C -5.737 1.187 1.950
C -5.682 1.613 3.266
C -4.464 1.646 3.923
C -3.309 1.268 3.262
C -0.345 0.253 2.307
C 0.576 1.269 2.533
C 1.480 1.185 3.576
C 1.480 0.082 4.413
C 0.590 -0.953 4.181
C -0.313 -0.863 3.138
H -0.846 2.610 0.002
H -2.193 1.932 -0.980
H -2.911 -1.279 -0.350
H -1.812 -2.093 0.735
H 0.324 -2.140 0.438
H 1.188 -1.566 -0.989
H 0.972 -4.123 -0.710
H 0.630 -3.452 -2.303
H -1.507 -4.134 -0.231
H -1.096 -5.108 -1.622
H -3.072 -3.251 -1.718
H -2.117 -3.659 -3.130
H -2.363 -1.104 -2.508
H -0.813 -1.746 -3.058
H -4.640 0.493 0.263
H -6.684 1.149 1.431
H -6.583 1.918 3.775
H -4.412 1.968 4.952
H -2.363 1.302 3.781
H 0.567 2.137 1.891
H 2.175 1.993 3.748
H 2.163 0.037 5.249
H 0.592 -1.823 4.821
H -1.022 -1.663 2.977
N 2.553 0.526 -4.930
C 2.376 -0.807 -5.168
C 1.397 -1.218 -4.311
N 0.981 -0.176 -3.545
C 1.680 0.880 -3.950
C 1.449 2.195 -3.443
N 0.426 2.484 -2.640
C 0.513 3.811 -2.364
C 1.578 4.347 -3.031
N 2.164 3.321 -3.711
H 3.202 1.129 -5.408
H 2.960 -1.350 -5.880
H 0.968 -2.199 -4.243
H -0.192 4.305 -1.727
H 1.945 5.350 -3.091
H 2.985 3.395 -4.288
S 2.162 1.198 -0.612
C 3.021 0.484 0.657
N 4.066 1.228 1.185
C 4.788 0.747 2.240
C 4.484 -0.487 2.734
C 3.430 -1.199 2.133
N 2.732 -0.710 1.113
H 4.252 2.147 0.811
H 5.567 1.379 2.637
H 5.036 -0.895 3.561
H 3.134 -2.176 2.478
*
```

The HOMO energy (spin up / spin down) comes out at -9.55 / -9.55 eV. Its energy relative to the best compared isomer or geometry (same formula, charge and spin) is 21.7 kcal per mole.

Atom charges from the Mulliken analysis, given in e for atoms 1 to 5: Pd 0.107; C -1.102; Si -0.079; C -0.988; N 0.755

=====

Entry 2:
Entry from the Open Molecules 2025 dataset: 2 unconnected molecules or ions with the total composition C29H34NO6 (ωB97M-V/def2-TZVPD).

Structure (ORCA input):
```
! wB97M-V def2-TZVPD RIJCOSX def2/J DEFGRID3
* xyz -1 1
C 2.717 2.692 -5.022
C 2.492 2.350 -3.545
C 1.477 1.241 -3.327
C 1.087 0.870 -1.877
C 2.113 0.205 -1.055
C 2.543 0.772 0.214
O 3.538 0.493 0.872
O 1.651 1.707 0.651
C 2.090 2.314 1.882
C 0.934 3.063 2.489
C 3.085 -0.696 -1.662
O 4.239 -0.882 -1.353
O 2.528 -1.355 -2.722
C 3.437 -2.339 -3.236
C 2.716 -3.117 -4.307
H 3.424 3.519 -5.113
H 3.134 1.849 -5.579
H 1.797 3.002 -5.523
H 3.453 2.072 -3.097
H 2.154 3.251 -3.022
H 0.534 1.540 -3.793
H 1.810 0.319 -3.810
H 0.831 1.765 -1.302
H 0.178 0.247 -1.917
H 2.424 1.515 2.557
H 2.949 2.973 1.688
H 1.210 3.387 3.494
H 0.675 3.947 1.897
H 0.050 2.420 2.564
H 4.355 -1.868 -3.626
H 3.718 -2.997 -2.402
H 3.321 -3.980 -4.595
H 1.750 -3.476 -3.931
H 2.538 -2.503 -5.198
O -4.032 0.775 -2.198
C -4.576 0.627 -1.087
O -5.444 -0.120 -0.615
C -4.009 1.603 0.020
C -5.080 2.069 1.020
C -4.713 1.387 2.279
C -3.527 0.651 2.101
C -3.029 -0.133 3.144
C -3.668 -0.080 4.397
C -4.845 0.675 4.569
C -5.387 1.391 3.495
N -3.087 0.782 0.783
C -2.046 0.144 0.189
C -0.976 -0.463 0.863
C -0.316 -1.566 0.346
C 0.451 -2.464 1.176
C 0.486 -3.856 0.894
C 1.101 -4.744 1.768
C 1.712 -4.279 2.944
C 1.678 -2.907 3.242
C 1.063 -2.010 2.371
H -3.498 2.429 -0.476
H -5.045 3.155 1.124
H -6.082 1.799 0.686
H -2.180 -0.788 2.985
H -3.256 -0.639 5.245
H -5.335 0.693 5.551
H -6.320 1.952 3.593
H -2.109 0.074 -0.905
H -0.703 -0.079 1.849
H -0.528 -1.870 -0.676
H -0.071 -4.223 0.034
H 1.099 -5.813 1.550
H 2.210 -4.977 3.624
H 2.122 -2.537 4.170
H 0.989 -0.955 2.649
*
```

The HOMO energy comes out at -3.65 eV. Its energy relative to the best compared isomer or geometry (same formula, charge and spin) is 0.0 kcal per mole.

Atom charges from the Mulliken analysis, given in e for atoms 1 to 5: C -1.345; C -0.243; C -0.790; C -0.276; C 1.275

=====

Entry 3:
Entry from the Open Molecules 2025 dataset: a molecular structure, C29H35Br3F5HoN2S (ωB97M-V/def2-TZVPD).

Structure (ORCA input):
```
! wB97M-V def2-TZVPD RIJCOSX def2/J DEFGRID3
* xyz 0 5
Ho 0.130 0.297 -0.029
C -0.373 2.673 -1.167
C -1.127 2.734 0.035
C -0.218 2.934 1.107
C 1.091 2.938 0.584
C 0.999 2.777 -0.823
C 2.078 3.091 -1.820
C 2.338 3.284 1.340
C -0.605 3.308 2.505
C -2.625 2.830 0.151
C -0.878 2.875 -2.567
H 2.012 2.467 -2.713
H 3.075 2.980 -1.389
H 1.985 4.128 -2.159
H 2.250 3.029 2.398
H 2.538 4.359 1.277
H 3.211 2.764 0.943
H 0.092 2.923 3.252
H -1.602 2.943 2.755
H -0.616 4.397 2.610
H -2.921 3.835 0.463
H -3.034 2.129 0.882
H -3.108 2.628 -0.805
H -0.391 2.212 -3.282
H -0.677 3.907 -2.877
H -1.951 2.710 -2.641
C 0.252 -3.518 1.493
C -0.558 -4.018 0.301
N -0.662 -3.014 -0.758
C -1.918 -3.101 -1.488
C -3.110 -2.427 -0.769
S -2.774 -1.142 0.485
C -2.701 -2.156 2.000
C -1.366 -2.115 2.755
N -0.153 -2.185 1.935
H 1.304 -3.451 1.207
H 0.171 -4.256 2.304
H -1.565 -4.269 0.635
H -0.112 -4.952 -0.063
H 0.106 -3.113 -1.411
H -2.197 -4.146 -1.675
H -1.778 -2.631 -2.454
H -3.735 -3.160 -0.261
H -3.734 -1.932 -1.510
H -2.965 -3.170 1.711
H -3.487 -1.789 2.659
H -1.391 -2.927 3.495
H -1.319 -1.179 3.309
H 0.602 -1.837 2.508
Br 3.247 0.131 -1.948
C 4.083 -1.587 -1.662
Br 2.866 -2.879 -0.916
H 4.891 -1.448 -0.961
H 4.417 -1.961 -2.617
F 4.172 -0.359 1.082
C 3.244 -0.039 2.017
C 1.917 0.074 1.667
C 1.124 0.415 2.742
F -0.232 0.560 2.485
C 1.525 0.610 4.044
F 0.658 0.910 5.018
C 2.873 0.483 4.322
F 3.323 0.663 5.559
C 3.740 0.158 3.295
F 5.043 0.037 3.552
Br -2.654 -1.034 -6.506
C -1.858 -0.753 -4.798
C -2.607 -0.189 -3.779
C -2.012 0.001 -2.539
C -0.672 -0.321 -2.249
C 0.027 -0.871 -3.335
C -0.538 -1.102 -4.588
H -3.637 0.097 -3.955
H -2.641 0.438 -1.763
H 1.071 -1.152 -3.222
H 0.048 -1.542 -5.387
*
```

The HOMO energy (spin up / spin down) comes out at -7.45 / -7.47 eV. Its energy relative to the best compared isomer or geometry (same formula, charge and spin) is 16.9 kcal per mole.

Atom charges from the Mulliken analysis, given in e for atoms 1 to 5: Ho -0.325; C 1.009; C 0.543; C 0.723; C 0.697

=====

Calculated E (eV), listed in the same order as above: -63244.034, -44400.009, -293968.373